Record 1
C31H50N3OP2Sn as an isolated structure at a distorted geometry, computed with wB97M-V/def2-TZVPD.

Geometry as XYZ:
```
88
Properties=species:S:1:pos:R:3
C 0.0673 2.4528 -0.9113
C -1.0112 0.5289 -1.8065
C -0.1126 3.1413 -2.1041
C -0.9804 1.1402 -3.0856
C -0.6192 2.4571 -3.2161
H 0.1744 4.1978 -2.1716
H -1.3359 0.5591 -3.9303
H -0.7375 2.9626 -4.1758
N -0.4025 1.2056 -0.7510
P 1.6130 2.0239 1.3971
P -2.1949 -1.3195 -0.1036
C 0.8043 3.1987 0.2193
H 1.5667 3.8850 -0.2179
H 0.1167 3.8850 0.7608
C 0.2955 -1.3250 3.6494
O 0.5742 -1.7517 4.6602
C -1.8551 -0.6483 -1.7622
H -1.5324 -1.4206 -2.5197
C -2.0728 -3.2631 0.0275
C -3.9687 -0.7300 -0.5425
C 3.3111 1.6885 0.5786
C 1.7071 2.9740 3.0277
C -1.0267 -3.6574 1.0904
H -1.2941 -3.2586 2.0781
H -1.0070 -4.7565 1.1652
H -0.0141 -3.3234 0.8425
C -3.4267 -3.8030 0.4994
H -3.7329 -3.3314 1.4407
H -4.2146 -3.6640 -0.2474
H -3.3328 -4.8822 0.6848
C -1.6783 -3.8671 -1.3198
H -1.6554 -4.9644 -1.2013
H -2.4116 -3.6569 -2.1069
H -0.6857 -3.5256 -1.6452
C -4.8092 -0.9163 0.7113
H -4.2261 -0.8014 1.6335
H -5.6111 -0.1749 0.7128
H -5.2579 -1.9095 0.7236
C -3.8676 0.7743 -0.9317
H -3.3177 1.3776 -0.1846
H -3.3721 0.9180 -1.9079
H -4.8888 1.1816 -1.0400
C -4.4541 -1.5393 -1.7643
H -3.6568 -2.0026 -2.3618
H -5.1538 -2.3234 -1.4643
H -4.9859 -0.8625 -2.4517
C 2.3856 2.0726 4.0793
H 2.3036 2.5588 5.0631
H 1.9034 1.0857 4.1556
H 3.4522 1.9240 3.8708
C 0.2734 3.3011 3.4886
H -0.2545 3.9473 2.7735
H -0.3253 2.3984 3.6707
H 0.3350 3.8520 4.4397
C 2.4729 4.2923 2.8533
H 2.2821 4.9242 3.7329
H 3.5564 4.1456 2.8048
H 2.1447 4.8531 1.9687
C 3.0840 1.1924 -0.8564
H 4.0710 0.9913 -1.3042
H 2.5208 0.2553 -0.8886
H 2.5706 1.9320 -1.4789
C 4.0343 0.6029 1.3989
H 3.4422 -0.3203 1.4861
H 4.9757 0.3502 0.8840
H 4.2992 0.9391 2.4108
C 4.1525 2.9648 0.4917
H 3.6171 3.7861 0.0012
H 4.5251 3.3016 1.4622
H 5.0350 2.7400 -0.1242
Sn -0.2822 0.1779 1.2713
N 1.2394 -1.3437 0.2726
C 1.4104 -1.8813 -0.7998
C 1.5915 -2.3457 -2.1281
C 2.7286 -3.1718 -1.8811
C 1.0799 -2.1725 -3.4736
C 3.3744 -3.8040 -2.8883
H 3.0213 -3.2285 -0.8309
C 1.7784 -2.8431 -4.4835
H 0.2265 -1.5408 -3.7203
C 2.9034 -3.6394 -4.2057
H 4.2292 -4.3957 -2.5488
H 1.4761 -2.7608 -5.5477
H 3.4551 -4.1520 -4.9782
N -2.4031 1.3852 2.3125
H -2.3739 1.4842 3.3312
H -3.2926 0.9528 2.0475
H -2.3453 2.3152 1.8896
```

Results
E_HOMO (alpha / beta)   -16.79 / -15.96 eV
Net charge   +3
DFT total energy   -63857.21315 eV

Record 2
One molecule with the formula C10H10O3 at a distorted geometry, computed with wB97M-V/def2-TZVPD.

Geometry as XYZ:
```
23
Properties=species:S:1:pos:R:3
C -3.4527 -0.9886 0.6526
C -1.6016 -0.1904 -0.4369
C -0.3961 -0.8810 -0.2467
C 0.8890 -0.2300 -0.1735
C 1.9559 -1.1271 -0.2988
C 3.2811 -1.0307 -0.1784
C 4.1482 0.1596 -0.0066
C 0.8747 1.1207 0.1074
C -0.3255 1.7919 -0.1483
C -1.6137 1.2294 -0.2881
H -2.8336 -1.5760 1.4110
H -3.7681 -0.0088 0.9998
H -4.4024 -1.6130 0.5449
H -0.4399 -1.9360 -0.3924
H 1.4635 -2.0391 -0.6012
H 3.7169 -2.0596 -0.2629
H 5.1610 -0.1778 0.1375
H 1.9158 1.5198 0.2982
H -0.2255 2.8900 -0.0247
H -2.7715 2.8221 -0.2959
O -2.7759 -0.9223 -0.5948
O 3.9987 1.3616 0.0797
O -2.7980 1.8851 -0.2817
```

Results
E_HOMO   -8.44 eV
DFT total energy   -16671.75067 eV

Record 3
One molecule with the formula C28H35NO2Si at a distorted geometry, computed with wB97M-V/def2-TZVPD.

Geometry as XYZ:
```
67
Properties=species:S:1:pos:R:3
C 2.1742 -0.3496 2.0554
Si 2.8599 -1.9267 1.2528
C 3.9397 -2.7531 2.5661
C 3.8439 -1.5581 -0.3357
C 5.1677 -0.7944 -0.1112
C 5.0094 0.7272 -0.0020
C 4.4730 1.3662 -1.3225
C 3.0018 1.7610 -1.1217
C 2.3420 2.4583 -2.3152
C 0.7984 2.3817 -2.1351
C 0.2877 3.1837 -0.9224
C -1.0238 2.5778 -0.4461
C -1.0457 1.2790 0.0140
C -2.1685 0.6470 0.4453
C -3.3452 1.3577 0.4246
C -3.3321 2.6544 -0.0160
C -2.1967 3.2859 -0.4524
C -4.6114 3.4587 -0.0088
O -4.5903 4.6827 0.0155
C -5.8762 2.6709 0.0094
C -5.8923 1.4144 0.4449
C -7.2108 0.6659 0.4929
C -7.1370 -0.7317 -0.0932
N -8.1879 -1.1850 -0.6471
C -4.6314 0.7367 0.8871
O -4.6298 -0.2861 1.5554
C 1.4627 -3.0854 0.7024
C 1.5350 -4.4480 0.9434
C 0.5252 -5.2538 0.4928
C -0.5402 -4.7476 -0.1874
C -0.6437 -3.3994 -0.4071
C 0.3684 -2.5882 0.0423
H 1.1814 -0.5030 2.4882
H 2.1351 0.5008 1.3727
H 2.8284 -0.0838 2.8921
H 3.4703 -2.6759 3.5510
H 4.1388 -3.8076 2.3659
H 4.8953 -2.2279 2.6532
H 3.1550 -1.0320 -1.0031
H 4.0396 -2.5422 -0.7753
H 5.7094 -1.2406 0.7268
H 5.7907 -0.9788 -0.9966
H 5.9974 1.1514 0.1857
H 4.2976 0.9624 0.7910
H 4.6207 0.6989 -2.1734
H 5.0320 2.2967 -1.4519
H 2.9604 2.3770 -0.2194
H 2.4041 0.8678 -0.9060
H 2.5452 1.8832 -3.2222
H 2.6225 3.5083 -2.4215
H 0.2972 2.7350 -3.0405
H 0.5710 1.3166 -2.0494
H 0.9871 3.1692 -0.0876
H 0.0565 4.2022 -1.2368
H -0.0992 0.7443 0.0355
H -2.1408 -0.3819 0.7793
H -2.2195 4.3145 -0.7857
H -6.7815 3.1546 -0.3399
H -7.5189 0.5760 1.5413
H -7.9672 1.2426 -0.0334
H -6.2084 -1.2985 -0.0026
H -7.9757 -2.1316 -0.9721
H 2.3998 -4.8183 1.4767
H 0.5706 -6.3228 0.6724
H -1.3205 -5.3971 -0.5653
H -1.4774 -2.9413 -0.9237
H 0.2772 -1.5204 -0.1461
```

Results
E_HOMO   -9.33 eV
DFT total energy   -43066.99632 eV

Record 4
A 2-piece molecular cluster, C4H12 overall at a distorted geometry, computed with wB97M-V/def2-TZVPD.

Geometry as XYZ:
```
16
Properties=species:S:1:pos:R:3
C -0.9113 0.4564 -2.3147
C -1.7809 0.6415 -1.0640
H -0.6522 -0.5909 -2.4583
H -1.4199 0.7026 -3.2563
H 0.0031 1.0298 -2.2356
H -1.2419 1.2780 -0.3531
H -2.7053 1.1987 -1.2420
H -2.0087 -0.2867 -0.5409
C 0.5784 -0.5684 1.5211
C 2.0810 -0.5559 1.8585
H 0.2107 -1.5902 1.4713
H 0.0393 0.0334 2.2471
H 0.3979 -0.2236 0.5001
H 2.5428 0.3345 1.4378
H 2.6392 -1.4120 1.4932
H 2.2280 -0.4473 2.9357
```

Results
E_HOMO   -11.60 eV
DFT total energy   -4342.26226 eV

Record 5
One molecule with the formula C5H9NO at a distorted geometry, computed with wB97M-V/def2-TZVPD.

Geometry as XYZ:
```
16
Properties=species:S:1:pos:R:3
C 1.9742 0.1986 -0.1590
C 0.7026 -0.0173 0.6828
C -0.4341 -0.3302 -0.2657
O -0.3073 -1.7046 -0.6635
C -1.9497 -0.1649 -0.0427
C -2.0085 1.2343 0.4053
N -1.4520 2.2356 0.1970
H 1.8109 0.9830 -0.9082
H 2.8056 0.5046 0.4801
H 2.2822 -0.7042 -0.7032
H 0.4510 0.9061 1.1987
H 0.8872 -0.8018 1.4294
H -0.4000 0.8687 -0.8446
H 0.4503 -2.1272 -0.2149
H -2.4555 -0.9814 0.4684
H -2.3570 -0.0993 -1.0597
```

Results
E_HOMO   -9.99 eV
DFT total energy   -8865.72004 eV

Record 6
A 2-piece molecular cluster, C2H3Br2FO overall at a distorted geometry, computed with wB97M-V/def2-TZVPD.

Geometry as XYZ:
```
9
Properties=species:S:1:pos:R:3
C 0.4937 0.8949 -0.0794
C -0.0155 -0.3629 0.5199
O -0.1544 -1.5323 -0.1416
F -0.3409 -0.4478 1.8465
Br 2.5814 1.0878 0.0595
Br -3.2243 0.6713 -0.0647
H 0.2840 1.8904 0.4882
H 0.2291 0.8643 -1.1728
H -0.9250 -2.1235 0.1821
```

Results
E_HOMO (alpha / beta)   -7.59 / -9.92 eV
Spin multiplicity   3
⟨S²⟩   2.0119
DFT total energy   -146969.30432 eV

Record 7
C52H44N6O4PdS as an isolated structure, computed with wB97M-V/def2-TZVPD.

Geometry as XYZ:
```
108
Properties=species:S:1:pos:R:3
Pd 0.1410 0.0053 1.5412
C 7.1841 6.2198 -1.6238
O 6.5157 6.2229 -0.3840
C 5.5655 5.2430 -0.1968
C 4.7189 5.4019 0.8971
C 3.7410 4.4588 1.1574
C 3.5703 3.3250 0.3474
C 4.4285 3.1953 -0.7354
C 5.4271 4.1344 -1.0131
C 2.5298 2.3035 0.6479
C 1.1675 2.7593 0.7669
C 0.7221 4.0545 0.5106
C -0.5930 4.1401 0.9898
C -0.9273 2.8870 1.5164
N 0.1423 2.0396 1.3468
C -2.1262 2.4894 2.2491
C -2.5551 1.1715 2.2615
C -3.9093 0.7583 2.5888
C -4.0014 -0.5672 2.3500
C -2.6984 -1.0197 1.9207
C -2.3490 -2.3318 1.7227
C -3.4219 -3.3569 1.8462
C -4.4978 -3.4099 0.9582
C -5.5052 -4.3550 1.0881
C -5.4552 -5.2834 2.1178
O -6.4897 -6.1907 2.1760
C -6.5005 -7.0546 3.2879
C -4.3932 -5.2612 3.0121
C -3.3933 -4.3021 2.8660
C -1.0130 -2.8025 1.5334
N 0.1197 -2.0264 1.6174
C 1.2011 -2.8656 1.5479
C 2.5682 -2.4291 1.6933
C 3.5931 -3.4147 2.1317
C 3.9082 -4.5700 1.4090
C 4.8383 -5.4908 1.8658
C 5.4996 -5.2779 3.0667
O 6.3980 -6.2481 3.4512
C 6.9253 -6.1346 4.7528
C 5.2362 -4.1273 3.7951
C 4.2868 -3.2200 3.3254
C 2.9569 -1.1247 1.5115
C 4.3380 -0.6830 1.4369
C 4.3331 0.6125 1.0585
C 2.9487 1.0256 0.9212
N 2.1402 -0.0590 1.1996
C 0.7519 -4.1888 1.3985
C -0.6379 -4.1460 1.3701
N -1.8540 0.0731 1.8589
C -2.8826 3.4458 3.0714
C -3.3242 3.0611 4.3457
C -4.0357 3.9050 5.1938
C -4.3132 5.2051 4.7963
O -4.9966 6.1251 5.5627
C -5.4245 5.6834 6.8283
C -3.8819 5.6296 3.5486
C -3.1915 4.7693 2.7080
H 7.7467 7.1495 -1.6786
H 6.4795 6.1755 -2.4589
H 7.8803 5.3799 -1.7111
H 4.8473 6.2700 1.5346
H 3.0831 4.5862 2.0092
H 4.3167 2.3328 -1.3826
H 6.0754 3.9850 -1.8669
H 1.2915 4.8389 0.0343
H -1.2115 5.0182 0.9332
H -4.7023 1.4225 2.8961
H -4.8628 -1.2021 2.4847
H -4.5401 -2.6905 0.1484
H -6.3379 -4.3869 0.3944
H -7.4131 -7.6430 3.2174
H -6.5043 -6.4991 4.2299
H -5.6405 -7.7317 3.2864
H -4.3278 -5.9679 3.8274
H -2.5669 -4.2798 3.5667
H 3.4291 -4.7378 0.4520
H 5.0760 -6.3802 1.2919
H 7.5177 -7.0306 4.9263
H 6.1323 -6.0748 5.5026
H 7.5724 -5.2582 4.8581
H 5.7452 -3.9212 4.7270
H 4.0604 -2.3361 3.9101
H 5.1950 -1.3145 1.6161
H 5.1864 1.2531 0.8982
H 1.3658 -5.0726 1.3191
H -1.3113 -4.9802 1.2457
H -3.0790 2.0629 4.6936
H -4.3401 3.5344 6.1635
H -5.9528 6.5158 7.2883
H -4.5821 5.3991 7.4670
H -6.1032 4.8283 6.7523
H -4.1052 6.6442 3.2367
H -2.9271 5.1289 1.7253
C -1.1412 1.9931 7.1154
N -0.1334 1.8953 6.0908
C 0.3404 3.1123 5.4415
C 1.2060 2.5673 4.3067
N 0.8183 1.1601 4.2418
C -0.0283 0.8169 5.2366
S -0.7937 -0.6556 5.4277
H -1.8677 2.7724 6.8589
H -0.6970 2.2383 8.0848
H -1.6502 1.0344 7.1871
H 0.9049 3.7343 6.1395
H -0.5073 3.6957 5.0626
H 2.2730 2.6544 4.5285
H 1.0050 3.0647 3.3591
H 0.7188 0.7390 3.3019
```

Results
E_HOMO (alpha / beta)   0.41 / 0.43 eV
Net charge   -2
DFT total energy   -86085.30074 eV

Record 8
A 9-piece molecular cluster, C34H62FIN8OPS overall at a distorted geometry, computed with wB97M-V/def2-TZVPD.

Geometry as XYZ:
```
109
Properties=species:S:1:pos:R:3
O -0.5957 -3.1285 2.4353
P -0.0652 -3.6123 0.8839
I -1.5456 -5.3810 0.0359
S 1.9250 -4.4799 1.1494
C 1.7888 -6.0551 2.1723
C 2.2068 -7.2276 1.1570
F 3.4596 -6.8209 0.6221
H -1.1927 -2.3522 2.2979
H 2.6991 -3.6125 1.9302
H 0.7536 -6.2137 2.5805
H 2.5818 -6.0110 2.9838
H 2.2402 -8.2349 1.6504
H 1.4746 -7.1663 0.2993
C -1.8697 -6.7826 -6.1613
C -1.7941 -7.3363 -4.7426
C -2.8000 -6.6804 -3.7929
C -2.5355 -5.2115 -3.7020
N -2.3285 -4.0704 -3.6333
H -1.6243 -5.7186 -6.1918
H -1.1574 -7.2981 -6.8081
H -2.8698 -6.9172 -6.5819
H -0.7786 -7.1961 -4.3603
H -1.9811 -8.4129 -4.7700
H -2.7170 -7.1183 -2.7952
H -3.8215 -6.8368 -4.1472
C 4.6804 -2.4643 -2.4496
C 4.2640 -1.1469 -1.8027
C 5.2708 -0.6507 -0.7604
C 5.4064 -1.6553 0.3432
N 5.5224 -2.4372 1.1990
H 4.7402 -3.2723 -1.7159
H 3.9496 -2.7642 -3.2033
H 5.6539 -2.3715 -2.9385
H 3.2842 -1.2737 -1.3365
H 4.1529 -0.3881 -2.5819
H 4.9361 0.2986 -0.3366
H 6.2506 -0.4911 -1.2170
C -0.2179 0.8857 -3.8231
C 0.0452 2.1194 -2.9680
C 1.3519 2.0239 -2.1782
C 1.3007 0.8516 -1.2543
N 1.2553 -0.0592 -0.5348
H -0.3295 -0.0132 -3.2107
H -1.1433 1.0080 -4.3905
H 0.5959 0.7202 -4.5316
H -0.7940 2.2620 -2.2807
H 0.0829 2.9996 -3.6144
H 1.5069 2.9320 -1.5911
H 2.2017 1.9088 -2.8554
C -3.6108 0.7928 5.4491
C -2.7532 -0.4482 5.6768
C -1.7908 -0.7266 4.5189
C -2.5614 -0.9533 3.2569
N -3.1584 -1.1326 2.2743
H -4.2561 0.6813 4.5746
H -4.2588 0.9690 6.3090
H -2.9904 1.6766 5.3064
H -3.4086 -1.3111 5.8284
H -2.1755 -0.3188 6.5959
H -1.1906 -1.6143 4.7322
H -1.1103 0.1160 4.3735
C -4.2595 0.8323 -1.4781
C -5.3973 0.6161 -2.4705
C -4.9367 0.6846 -3.9287
C -4.3556 2.0308 -4.2192
N -3.8998 3.0756 -4.4436
H -3.8189 1.8268 -1.5820
H -4.6272 0.7460 -0.4537
H -3.4694 0.0890 -1.6193
H -6.1721 1.3670 -2.2917
H -5.8494 -0.3620 -2.2862
H -5.7806 0.5110 -4.5996
H -4.1819 -0.0799 -4.1290
C -0.4395 4.8024 5.6873
C -1.1699 5.7267 4.7195
C -2.6245 5.9834 5.1221
C -3.3838 4.6962 5.1482
N -3.9739 3.6952 5.1665
H -0.8971 3.8089 5.7179
H 0.5978 4.6727 5.3771
H -0.4420 5.2139 6.7000
H -1.1354 5.2904 3.7169
H -0.6402 6.6815 4.6726
H -3.0996 6.6596 4.4083
H -2.6734 6.4457 6.1107
C 0.9406 3.4238 -8.5020
C 0.7150 4.3943 -7.3476
C 1.9177 4.4885 -6.4046
C 2.1994 3.1509 -5.8002
N 2.4146 2.1107 -5.3294
H 1.0918 2.4022 -8.1455
H 0.0715 3.4112 -9.1623
H 1.8129 3.7143 -9.0939
H -0.1706 4.0802 -6.7874
H 0.5031 5.3868 -7.7529
H 1.7138 5.2030 -5.6042
H 2.8044 4.8287 -6.9445
C 4.6431 2.3931 7.7405
C 3.1616 2.0328 7.7149
C 2.4398 2.5663 6.4746
C 2.5255 4.0571 6.4351
N 2.5987 5.2154 6.4069
H 4.7936 3.4742 7.7777
H 5.1217 1.9686 8.6251
H 5.1567 2.0044 6.8567
H 2.6850 2.4256 8.6174
H 3.0591 0.9446 7.7452
H 1.3877 2.2723 6.4957
H 2.8879 2.1594 5.5648
```

Results
E_HOMO   -12.56 eV
Net charge   +1
DFT total energy   -81165.75980 eV

Record 9
A 2-piece molecular cluster, C4H12N3O overall at a distorted geometry, computed with wB97M-V/def2-TZVPD.

Geometry as XYZ:
```
20
Properties=species:S:1:pos:R:3
C -1.3173 0.4165 -0.1974
O -1.6362 -0.8138 -0.7884
C -2.2513 0.7304 0.9608
N -1.7958 1.9352 1.6699
H -0.2909 0.3951 0.2173
H -1.4002 1.2137 -0.9486
H -3.2592 0.8504 0.5811
H -2.2459 -0.0705 1.7020
H -2.0554 2.7896 1.1803
H -2.2131 1.9635 2.5977
C 2.0458 -0.3190 -0.7690
C 1.6243 -1.6267 -0.7105
N 0.4296 -2.1101 -0.8956
N 3.4474 -0.0861 -0.5788
H 1.5145 0.5551 -1.1030
H 2.4022 -2.3321 -0.4101
H 0.3348 -3.0084 -0.4272
H -0.7666 -1.3843 -0.9660
H 3.5920 0.4833 0.2439
H 3.8412 0.4177 -1.3585
```

Results
E_HOMO (alpha / beta)   -8.70 / -8.69 eV
Spin multiplicity   2
⟨S²⟩   0.7770
DFT total energy   -10857.60831 eV